Record 1
The following is a DFT calculation (ωB97M-V/def2-TZVPD) of C33H42DyN10S5 as an isolated structure.

Last column: Löwdin spin population.
Geometry (Å):
Dy -0.1186 -0.0776 0.5216  5.08
C -2.1069 -2.6782 -0.9634  0.00
N -1.6987 -2.3422 0.4063  -0.01
C -2.9165 -2.1216 1.2025  0.00
C -3.5665 -0.8009 0.9083  0.00
C -4.9448 -0.6700 1.0072  0.00
C -5.5134 0.5869 0.8961  0.00
C -4.6777 1.6748 0.7096  0.00
C -3.3156 1.4551 0.6115  0.00
N -2.7584 0.2400 0.6732  -0.01
C -0.9593 -3.4475 1.0282  0.00
C 0.4552 -3.5759 0.5510  0.00
C 1.0417 -4.8343 0.4764  0.00
C 2.3466 -4.9476 0.0419  0.00
C 3.0150 -3.7961 -0.3398  0.00
C 2.3565 -2.5866 -0.2320  0.00
N 1.1097 -2.4579 0.2331  -0.01
C -1.0821 -2.4059 -2.0282  0.00
C -1.0241 -3.2069 -3.1624  0.00
C -0.1483 -2.8708 -4.1783  0.00
C 0.6339 -1.7350 -4.0363  0.00
C 0.5103 -0.9945 -2.8753  0.00
N -0.3163 -1.3238 -1.8801  -0.01
H -2.4278 -3.7286 -1.0192  0.00
H -2.9884 -2.0740 -1.2062  0.00
H -3.6354 -2.9383 1.0495  0.00
H -2.6245 -2.1120 2.2575  0.00
H -5.5525 -1.5431 1.1943  0.00
H -6.5825 0.7167 0.9853  0.00
H -5.0598 2.6838 0.6621  0.00
H -2.6236 2.2810 0.5294  0.00
H -0.9493 -3.2736 2.1073  0.00
H -1.4809 -4.4007 0.8577  0.00
H 0.4700 -5.7077 0.7530  0.00
H 2.8245 -5.9145 -0.0221  0.00
H 4.0241 -3.8260 -0.7246  0.00
H 2.8359 -1.6779 -0.5545  0.00
H -1.6610 -4.0762 -3.2394  0.00
H -0.0837 -3.4795 -5.0691  0.00
H 1.3224 -1.4208 -4.8062  0.00
H 1.0737 -0.0850 -2.7348  0.00
C 5.1052 0.1416 -0.8839  0.00
N 4.5429 -0.0243 0.4378  0.00
C 5.4127 -0.3600 1.5595  0.00
C 4.3911 -0.8961 2.5570  0.00
N 3.1410 -0.2449 2.1620  0.00
C 2.6023 0.6940 3.1518  0.00
C 3.2652 0.1828 0.8607  0.00
N 2.2362 0.6266 0.1949  -0.01
C 2.4234 1.5028 -0.9562  0.00
C 1.3033 2.5229 -1.0106  0.00
N -0.0054 1.8860 -1.2054  -0.01
C -0.9408 2.7015 -1.6221  0.00
N -0.8968 4.0764 -1.7023  0.00
C -0.2611 4.9341 -0.6998  0.00
C -2.1668 4.5823 -2.2220  0.00
C -2.8077 3.3508 -2.8372  0.00
N -2.1302 2.2720 -2.1415  0.00
C -2.3588 0.9363 -2.6151  0.00
H 5.9390 -0.5542 -0.9835  0.00
H 5.4816 1.1524 -1.0564  0.00
H 4.3727 -0.1056 -1.6485  0.00
H 5.9633 0.5170 1.9127  0.00
H 6.1313 -1.1218 1.2564  0.00
H 4.6253 -0.6531 3.5905  0.00
H 4.2944 -1.9812 2.4696  0.00
H 3.3928 1.3724 3.4897  0.00
H 2.2053 0.1317 3.9946  0.00
H 1.7892 1.2727 2.7194  0.00
H 2.4656 0.9473 -1.8991  0.00
H 3.3594 2.0643 -0.8814  0.00
H 1.5186 3.2072 -1.8402  0.00
H 1.3520 3.0929 -0.0793  0.00
H -0.3523 4.5154 0.3022  0.00
H -0.7852 5.8885 -0.7165  0.00
H 0.7837 5.1277 -0.9298  0.00
H -2.0014 5.3763 -2.9494  0.00
H -2.7711 4.9842 -1.4015  0.00
H -2.6184 3.2847 -3.9160  0.00
H -3.8855 3.3039 -2.6753  0.00
H -3.4344 0.7505 -2.6310  0.00
H -1.9572 0.7837 -3.6249  0.00
H -1.8977 0.2175 -1.9457  0.00
S -2.5421 2.3983 7.3358  0.00
C -1.8830 1.8939 5.9233  0.00
S -1.5177 2.9477 4.5994  0.00
C -0.9097 1.7451 3.4866  0.00
C -0.9121 0.4761 3.9390  0.00
S -0.3864 -0.9537 3.0653  -0.01
S -1.5199 0.2404 5.5609  0.00
S -0.3589 2.2858 1.9142  -0.01

The total charge is +1. The energy relative to the best compared isomer or geometry (same formula, charge and spin) is 0.0 kcal/mol. Its energy is -4706.2464 Ha. As for the multiplicity: 6. Its HOMO-LUMO gap (spin up / spin down) is 5.841 / 5.846 eV. The LUMO energy (spin up / spin down) comes out at -2.51 / -2.50 eV.



Record 2
The following is a DFT calculation (ωB97M-V/def2-TZVPD) of a 2-piece molecular cluster, C4H9NO2 overall.

Last column: Mulliken charge in e.
Geometry (Å):
C 0.7141 -2.1991 0.8031  -0.75
O 0.2464 -0.9594 0.4130  -0.34
C -1.2410 0.8424 0.6173  -0.81
C -0.3471 1.1016 -0.3895  1.13
N 0.9717 1.0363 -0.1296  -0.38
O 1.2578 1.3520 1.1468  -0.29
C -0.7015 0.9782 -1.8456  -1.20
H 1.1565 -2.7666 -0.0362  0.26
H 1.4612 -2.1511 1.6192  0.24
H -0.1242 -2.8120 1.1798  0.24
H -0.9385 0.8607 1.6542  0.31
H -2.2958 0.7107 0.3934  0.29
H 2.2106 1.1925 1.2097  0.38
H -1.7226 1.3255 -2.0288  0.35
H -0.6293 -0.0743 -2.1398  0.25
H -0.0181 1.5627 -2.4669  0.32

The total charge is 0. The energy relative to the best compared isomer or geometry (same formula, charge and spin) is 158.4 kcal/mol. Its energy is -362.8332 Ha. Its HOMO-LUMO gap (spin up / spin down) is 8.818 / 7.764 eV. The LUMO energy (spin up / spin down) comes out at -0.47 / -0.70 eV.



Record 3
The following is a DFT calculation (ωB97M-V/def2-TZVPD) of C20H41AlBr4ClF4N2O17P as an isolated structure.

Last column: Mulliken charge in e.
Geometry (Å):
C -0.6893 -2.1628 1.6741  -1.01
C 0.2315 -3.3581 1.7949  -0.16
C 1.0406 -3.6736 0.5542  -0.23
C 1.5544 -2.4181 -0.1898  -0.57
O 0.4874 -2.0673 -1.1235  0.56
P 0.7120 -0.8096 -2.0520  0.46
O 2.0282 -0.1964 -1.9946  -0.87
O 0.4330 -1.3188 -3.5198  -0.40
C -0.9532 -1.6874 -3.7129  -0.08
C -1.0736 -2.8503 -4.6832  -0.74
C -2.4306 -2.8967 -5.3598  1.00
F -2.2998 -3.2247 -6.6459  -0.29
F -3.2136 -3.7869 -4.7453  -0.28
F -3.0722 -1.7177 -5.3239  -0.25
O -0.5038 0.2001 -1.7806  -0.04
C -0.1771 1.1991 -0.8555  -0.22
Cl -1.1968 0.9982 0.6029  -0.28
C -0.3452 2.5793 -1.5080  -0.55
C -1.6208 3.3385 -1.1321  -1.34
H -1.4219 -2.1025 2.4730  0.53
H -0.0938 -1.2557 1.6441  0.05
H -1.2348 -2.1869 0.7334  0.21
H 0.9587 -3.2057 2.6281  0.22
H -0.3936 -4.2246 2.0152  0.29
H 1.8457 -4.3691 0.7512  0.02
H 0.3563 -4.1398 -0.1833  0.04
H 2.4827 -2.6435 -0.7022  0.55
H 1.7788 -1.6100 0.4989  0.32
H -1.4774 -0.7988 -4.0467  0.33
H -1.4236 -1.9809 -2.7755  0.32
H -0.2558 -2.8111 -5.3923  0.40
H -0.9836 -3.7621 -4.1101  -0.25
H 0.8342 1.1281 -0.4777  0.54
H 0.5066 3.1942 -1.2295  0.29
H -0.3171 2.4889 -2.5886  0.36
H -1.7952 4.0881 -1.9011  0.43
H -2.5062 2.7150 -1.1058  0.34
H -1.5073 3.8748 -0.1963  0.34
C 3.5173 4.7160 3.8741  -0.54
C 2.0671 4.3886 3.5921  0.36
O 2.1659 3.3913 2.5556  -0.31
C 3.3423 2.8078 2.7668  0.97
O 3.7470 1.7541 2.3269  -0.54
O 4.1408 3.4402 3.5731  -0.27
F 1.3883 5.4552 3.1158  -0.29
H 3.9271 5.4813 3.2146  0.26
H 3.6837 5.0119 4.9022  0.36
H 1.5358 3.9668 4.4437  0.20
C 0.0801 -5.8109 -2.5490  0.76
O 0.5515 -5.2457 -3.5486  -0.64
O -1.0812 -6.5321 -2.7626  -0.48
O 0.5250 -5.8016 -1.3826  -0.50
H -1.1719 -6.3627 -3.7143  0.34
Al 4.9925 0.9935 3.9739  0.48
Br 5.2287 2.8283 5.6838  -0.37
C 1.0665 1.4525 4.7445  0.54
O 2.2732 1.6505 4.6274  -0.32
N 0.5101 0.9355 5.8746  -0.45
N 0.2019 1.7448 3.7317  -0.11
H -0.4715 0.7683 5.9838  0.15
H 1.1301 0.7138 6.6309  0.24
H 0.5951 2.1117 2.8868  0.13
H -0.7889 1.5995 3.7780  0.16
O 3.2483 -6.0810 1.7870  -0.47
H 4.1035 -5.9982 2.2212  0.27
H 3.2067 -7.0125 1.5263  0.18
C 3.0374 8.0252 0.5868  -0.53
O 2.7749 8.0320 1.9888  -0.49
H 3.9137 8.6411 0.4056  0.24
H 3.2366 7.0082 0.2364  0.23
H 2.1898 8.4388 0.0357  0.27
H 1.9987 7.4864 2.1376  0.28
C -6.6531 5.0213 -2.6033  -0.63
O -6.5922 3.6381 -2.9539  -0.35
C -5.3959 3.2332 -3.3751  0.82
O -4.4138 3.9211 -3.4731  -0.54
O -5.4754 1.9386 -3.6659  -0.33
C -4.2519 1.3687 -4.1364  -0.32
H -7.6707 5.2192 -2.2805  0.22
H -5.9710 5.2409 -1.7842  0.29
H -6.4252 5.6467 -3.4641  0.29
H -3.4748 1.4483 -3.3772  -0.05
H -3.9331 1.8509 -5.0582  0.30
H -4.4415 0.3186 -4.3357  0.30
C 0.6903 -8.9794 2.2344  -0.34
Br -0.1077 -7.6887 1.0649  0.08
Br -0.4757 -10.4750 2.5602  -0.06
Br 2.4123 -9.5441 1.5730  -0.09
H 0.8644 -8.4996 3.1857  0.37
O 3.2300 -2.6331 2.3147  -0.43
H 2.9550 -3.5695 2.2920  0.27

The total charge is 0. Its energy is -13914.6724 Ha. Its HOMO-LUMO gap is 1.979 eV. The LUMO energy comes out at -5.88 eV.



Record 4
The following is a DFT calculation (ωB97M-V/def2-TZVPD) of a 2-piece molecular cluster, C3H8OS2 overall.

Last column: Mulliken charge in e.
Geometry (Å):
C 1.5859 1.2720 0.2817  -0.80
S 1.9673 -0.2129 -0.7630  -0.07
S 2.0411 -1.6378 0.7870  -0.17
H 1.2527 2.0731 -0.3724  0.28
H 0.9228 1.0917 1.1197  0.29
H 2.5785 1.5215 0.6579  0.33
H 0.9030 -1.2511 1.3521  0.14
C -1.1732 -0.4763 -1.2174  -0.75
C -1.6947 0.0366 -0.1109  0.08
O -2.0638 -0.6863 1.0079  -0.48
H -0.9678 0.2149 -2.0214  0.27
H -1.0281 -1.5377 -1.3681  0.25
H -1.9045 1.0964 -0.0102  0.34
H -2.4194 -1.5043 0.6571  0.30

The total charge is 0. The energy relative to the best compared isomer or geometry (same formula, charge and spin) is 28.1 kcal/mol. Its energy is -990.6658 Ha. Its SMILES is C=CO.CSS. Its HOMO-LUMO gap is 8.760 eV. The LUMO energy comes out at 0.51 eV.



Q: Look up the energy of the fourth one.
A: -990.6658 Ha